No. 1
# C35H73BBr2FIN5O12

4 unconnected molecules or ions with the total composition C35H73BBr2FIN5O12 at a distorted geometry (ωB97M-V/def2-TZVPD, OMol25).

As for the multiplicity: 1. The value obtained for the HOMO energy is -0.369 Eh. The net charge is +1.

CARTESIAN COORDINATES (ANGSTROEM)
I -1.44 1.77 4.62
Br -3.73 -1.74 1.98
Br -4.77 2.45 3.59
F -1.27 -0.11 2.17
O 2.07 -2.72 -2.62
O 4.37 -5.73 -5.72
O 6.10 0.54 4.31
O 2.94 0.37 3.08
O -0.62 -1.42 -2.09
O -0.62 -4.04 -3.61
O 3.60 0.64 6.04
O 2.16 -6.78 -3.89
O -3.20 4.45 1.80
O -6.05 2.64 0.80
O -1.73 4.06 0.07
O 3.54 -8.57 -6.46
N -3.38 6.07 -2.27
N -5.15 6.67 -0.87
N -2.92 6.76 -0.03
N -1.36 3.45 -2.27
N -2.74 1.64 1.78
C -5.43 -0.45 3.79
C 0.12 -2.31 -1.27
C -2.17 7.11 3.32
C 2.31 -6.68 -2.50
C 7.11 1.52 4.44
C -1.81 0.61 1.15
C 2.37 1.29 4.00
C 4.86 -8.09 -6.26
C -3.12 3.89 0.54
C -5.20 0.61 -0.47
C -3.85 1.10 2.65
C 3.13 -1.99 -3.21
C 5.85 -0.21 5.48
C -4.31 -0.15 2.84
C -0.94 4.94 2.71
C -1.44 -5.09 -3.16
C 2.10 -0.69 2.69
C 4.38 -0.48 5.67
C -3.42 2.39 0.61
C -3.83 6.03 -0.88
C 3.22 -8.85 -7.80
C -0.60 -1.63 -3.50
C -1.54 3.74 -1.17
C -1.83 2.55 2.64
C 3.35 1.66 5.09
C -0.72 1.14 0.24
C 4.91 -6.95 -5.27
C -4.12 4.58 -0.36
C 1.62 -2.22 -1.38
C -1.03 6.15 3.66
C 2.97 -5.60 -5.86
C -1.03 5.75 5.15
C -2.20 4.06 2.73
C 2.19 -5.53 -4.57
C -1.32 -2.87 -3.99
B -4.98 1.92 0.35
H 3.17 -2.26 -4.26
H -1.94 6.67 -0.29
H 1.94 -1.17 -1.25
H 7.02 2.06 5.38
H -2.38 6.13 -2.33
H -0.83 4.69 5.29
H -3.00 1.98 -0.32
H -5.18 7.34 -1.63
H 1.55 -1.12 3.54
H -6.67 2.89 0.10
H 6.24 0.31 6.36
H 3.56 -8.06 -8.47
H 8.11 1.06 4.38
H -1.12 -0.77 -3.92
H -6.35 0.03 3.45
H -1.07 1.20 -0.79
H -1.37 -2.82 -5.08
H -3.69 5.27 -2.80
H 2.88 2.46 5.67
H 2.74 -1.47 2.27
H 2.10 2.21 3.45
H -0.81 -5.79 -2.61
H -5.60 -1.52 3.85
H 4.09 -2.25 -2.75
H 3.96 -0.99 4.80
H 1.16 -5.23 -4.79
H -1.89 7.72 2.46
H -0.72 5.28 1.71
H 3.64 -9.81 -8.12
H 5.30 -7.75 -7.21
H -1.90 -5.62 -4.00
H 5.48 -8.91 -5.87
H 2.83 -4.64 -6.36
H 1.38 -6.37 -2.01
H 5.97 -6.74 -5.09
H 2.62 -4.75 -3.92
H 6.37 -1.17 5.40
H 2.56 -6.37 -6.52
H -2.65 4.23 3.71
H -2.23 -4.73 -2.49
H -0.11 4.32 3.07
H -3.17 7.74 0.02
H -5.06 0.88 -1.53
H -0.30 2.11 0.49
H 4.29 -1.17 6.52
H -6.21 0.24 -0.37
H 2.59 -7.67 -2.13
H 7.00 2.22 3.62
H 4.48 -7.26 -4.31
H -0.14 -2.02 -0.24
H 0.42 -1.60 -3.88
H -3.09 6.60 3.08
H -2.34 -2.88 -3.60
H -0.82 2.50 2.28
H -5.34 7.12 0.01
H -2.44 -0.03 0.53
H -4.46 -0.16 -0.29
H 0.08 0.41 0.25
H 2.06 -2.81 -0.57
H 3.10 -5.97 -2.23
H 2.97 -0.91 -3.12
H 2.13 -8.91 -7.86
H -5.19 -0.09 4.79
H 4.27 2.06 4.67
H 1.46 0.89 4.46
H -5.00 4.66 0.26
H -0.11 6.71 3.48
H -2.33 7.79 4.15
H -1.98 6.00 5.61
H -4.33 3.97 -1.24
H -0.27 6.31 5.68
H -0.21 -3.34 -1.40
H 1.39 -0.38 1.92

Atomic partial charges in e from the Mulliken method, atoms 1 to 5: number 1, I, carries 0.175; number 2, Br, carries -0.055; number 3, Br, carries 0.100; number 4, F, carries -0.307; number 5, O, carries -0.035

No. 2
# C35H73N3O22

11 unconnected molecules or ions with the total composition C35H73N3O22 at a distorted geometry (ωB97M-V/def2-TZVPD, OMol25).

As for the multiplicity: 1. The value obtained for the HOMO energy is -0.370 Eh. The net charge is 0. As for the SMILES: C[N+](=O)[O-].C[N+](=O)[O-].C[N+](=O)[O-].CCOC(C)=O.CCOC(C)=O.CCOC(C)=O.CCOC(C)=O.CCOC(C)=O.CCOC(C)=O.CCOC(C)=O.CCOC(C)=O.

CARTESIAN COORDINATES (ANGSTROEM)
O -4.21 -2.05 4.82
O -5.47 2.29 -0.83
O 5.17 -6.90 2.09
O 3.62 0.64 -4.00
O 1.04 3.53 -1.74
O -0.18 -1.86 -0.69
O -5.40 -3.66 3.83
O 0.11 -0.77 1.24
O 0.12 -1.76 4.38
O -0.62 4.93 4.07
O 1.68 4.79 -0.01
O 2.35 -0.82 -5.13
O 5.07 -5.17 0.69
O -4.59 -2.49 -2.66
O -1.29 7.06 4.36
O -3.79 0.97 -0.13
O 6.13 1.25 -0.81
O -4.19 -3.48 -0.79
O 1.34 -3.00 3.11
O 4.42 0.04 -0.29
O -2.17 1.39 -4.93
O 0.01 1.81 -4.57
N 5.47 0.24 -0.87
N -3.93 -3.21 -1.95
N 1.16 -2.32 4.10
C -4.56 3.38 -0.95
C 4.48 -4.37 1.74
C -1.98 0.04 -4.49
C -1.80 -2.10 1.10
C 0.56 5.36 3.37
C -0.56 -1.59 0.43
C 1.69 4.44 3.73
C 6.02 -7.15 -0.15
C -2.75 -3.91 -2.56
C -1.46 5.88 4.51
C 2.58 -0.21 -4.12
C 5.37 -6.43 1.00
C -5.87 -5.81 4.77
C -4.88 -2.43 3.90
C -0.52 2.52 -0.22
C -5.04 -4.55 4.90
C 1.33 -0.22 0.77
C -4.96 1.13 -0.40
C 3.35 4.01 -1.57
C -1.07 2.16 -4.98
C 1.78 -0.27 -2.86
C 5.89 -0.81 -1.84
C -1.36 3.50 -5.59
C -5.26 -1.57 2.73
C 5.39 1.98 -4.84
C 4.07 -3.06 1.14
C -0.31 3.57 -1.29
C -5.94 0.00 -0.40
C -3.82 3.33 -2.28
C 1.95 4.18 -1.01
C 2.29 -2.17 5.04
C -1.94 -0.07 -2.99
C -2.64 5.27 5.22
C 2.09 0.47 1.86
C 4.52 0.76 -5.11
H 1.58 1.29 2.38
H -1.10 0.49 -2.59
H 3.63 -4.93 2.15
H 1.37 0.72 -2.61
H 3.34 -3.20 0.33
H 0.93 -0.94 -3.00
H -2.97 2.66 -2.23
H 1.90 4.62 4.79
H -2.38 3.81 -5.37
H 0.77 6.40 3.64
H -2.41 4.32 5.70
H 2.03 -2.66 5.97
H 2.46 -0.23 2.61
H 1.15 0.42 -0.09
H 1.45 3.39 3.59
H -6.80 -5.60 4.24
H -2.52 -1.28 1.05
H -1.49 2.60 0.28
H -4.53 3.03 -3.05
H -2.86 0.34 -2.58
H -3.44 5.15 4.48
H -0.94 3.41 -2.16
H -3.02 5.98 5.95
H 3.42 3.04 -2.05
H -1.09 -0.43 -4.93
H 4.92 -2.52 0.73
H -1.26 3.41 -6.68
H 2.57 4.68 3.14
H 5.12 -0.15 -5.18
H -2.46 -3.33 -3.42
H -3.51 4.34 -2.56
H 5.22 -1.65 -1.74
H 0.16 2.70 0.61
H -2.18 -2.98 0.59
H 5.23 -4.25 2.53
H 3.96 0.95 -6.02
H -3.90 3.38 -0.08
H -5.32 -6.59 4.26
H 0.34 5.33 2.30
H 5.87 -0.32 -2.81
H -2.84 -0.51 -4.88
H -6.15 -6.18 5.76
H 3.58 -2.45 1.90
H 2.00 -0.99 0.37
H -0.65 4.24 -5.23
H -6.67 0.04 -1.20
H -5.16 4.29 -0.89
H -3.97 -4.79 4.80
H -1.84 -1.12 -2.73
H -1.56 -2.30 2.14
H 3.47 4.75 -2.36
H 2.42 -1.10 5.21
H 5.96 1.92 -3.92
H 2.39 -0.56 -2.01
H 6.90 -1.15 -1.61
H 6.04 2.17 -5.69
H -1.97 -3.95 -1.81
H -5.40 -0.94 -0.42
H -6.54 0.02 0.52
H 3.15 -2.64 4.59
H 5.81 -6.65 -1.09
H -3.13 -4.88 -2.87
H 4.74 2.86 -4.75
H -4.64 -0.68 2.76
H -5.14 -2.05 1.76
H -6.27 -1.17 2.87
H -5.16 -4.06 5.86
H 5.67 -8.18 -0.20
H -0.55 4.55 -0.88
H 7.10 -7.18 0.00
H 4.07 4.13 -0.77
H 2.96 0.92 1.39
H -0.35 1.53 -0.64

Atomic partial charges in e from the Mulliken method, atoms 1 to 5: number 1, O, carries -0.597; number 2, O, carries -0.428; number 3, O, carries -0.553; number 4, O, carries -0.100; number 5, O, carries -0.169

Kohn-Sham gap readings, ordered: 7.23 10.12 eV
LUMO readings, ordered: -2.8 0.0 eV
Energy readings, ordered: -221065.577 -86988.976 eV